130
Properties=species:S:1:pos:R:3:mulliken_charge:R:1 method="wB97M-V/def2-TZVPD" e_homo_ev=-5.69 orbital_gap_ev=7.715 total_charge=-1 max_force_ha_per_bohr=0.0650
Bi -0.13578 -0.77198 0.62031 3.81
C 6.80847 0.86714 3.59870 -1.82
C 6.00483 -0.12470 4.44318 2.17
C 6.81533 -1.42494 4.53744 -1.67
C 5.84248 0.45418 5.85661 -1.78
C 4.63512 -0.41366 3.84311 -0.58
C 4.16438 0.17795 2.68521 -0.57
C 2.88194 -0.10403 2.24944 0.38
Se 2.29782 0.57366 0.52705 -0.80
C 3.22103 -0.83873 -0.42897 0.05
C 4.57710 -0.70246 -0.65819 -0.11
C 5.28325 -1.71736 -1.28096 -0.73
C 4.57439 -2.86368 -1.63358 -0.25
C 3.21923 -3.02612 -1.41680 -0.65
C 2.49453 -1.98065 -0.79019 0.74
O 1.20200 -2.07739 -0.59044 -0.80
C 2.46411 -4.28266 -1.83570 2.97
C 1.39438 -3.87973 -2.86324 -1.86
C 1.78509 -4.89893 -0.60329 -1.71
C 3.36092 -5.34394 -2.48514 -2.61
C 6.76575 -1.52436 -1.56072 2.31
C 7.38656 -2.69094 -2.33325 -2.32
C 7.51972 -1.39042 -0.23093 -1.61
C 6.94810 -0.25271 -2.40213 -1.75
C 1.98030 -0.93084 2.93477 -0.01
O 0.70388 -0.93798 2.58525 -0.99
C 2.51405 -1.66115 4.02244 0.39
C 3.79544 -1.34928 4.44751 -0.56
C 1.75014 -2.75414 4.76499 2.72
C 2.71929 -3.83373 5.28677 -2.10
C 0.73455 -3.45415 3.86248 -2.36
C 1.01159 -2.11690 5.94717 -1.72
H 7.78783 1.01919 4.04849 0.49
H 6.95415 0.48003 2.59436 0.11
H 6.30914 1.82975 3.53962 0.36
H 7.79738 -1.21742 4.95954 0.50
H 6.32137 -2.15362 5.17345 0.34
H 6.94315 -1.86364 3.55095 0.27
H 6.82184 0.67749 6.27763 0.48
H 5.25820 1.37074 5.83614 0.36
H 5.34444 -0.25448 6.51312 0.31
H 4.74925 0.87185 2.09972 0.58
H 5.05944 0.20705 -0.32968 0.31
H 5.10770 -3.67018 -2.10381 0.67
H 0.71897 -3.15125 -2.42548 0.08
H 1.87183 -3.44618 -3.74170 0.42
H 0.80982 -4.74299 -3.18120 0.45
H 1.05405 -4.20834 -0.19270 0.13
H 1.26332 -5.81274 -0.88083 0.52
H 2.52144 -5.12902 0.16628 0.32
H 3.86058 -4.95989 -3.37258 0.43
H 4.11215 -5.71200 -1.79005 0.46
H 2.74028 -6.18440 -2.79105 0.44
H 7.34573 -3.60760 -1.75038 0.40
H 6.87997 -2.84581 -3.28263 0.47
H 8.43346 -2.47227 -2.54057 0.45
H 7.38059 -2.28989 0.36581 0.37
H 8.58464 -1.25713 -0.41534 0.51
H 7.15852 -0.54193 0.34239 0.16
H 6.40027 -0.34388 -3.33777 0.38
H 6.57779 0.62403 -1.88033 0.30
H 8.00072 -0.09522 -2.63166 0.46
H 4.16377 -1.86749 5.31606 0.32
H 3.43770 -4.09810 4.51321 0.38
H 3.26100 -3.53045 6.18203 0.40
H 2.15470 -4.72750 5.54485 0.48
H 1.20321 -3.82410 2.95278 0.28
H 0.28048 -4.29034 4.39156 0.53
H -0.05854 -2.77269 3.58678 0.44
H 1.70298 -1.52669 6.54747 0.28
H 0.21690 -1.47815 5.57324 0.24
H 0.56508 -2.88318 6.57928 0.48
O -3.95163 1.12177 0.45386 -0.60
P -3.57269 -0.45609 0.25882 0.66
O -4.79314 -1.25255 0.10976 -0.83
O -2.46034 -0.51307 -0.76794 -0.65
O -2.89144 -0.61308 1.72057 -0.01
P -2.30819 -1.94628 2.46239 0.06
O -3.51080 -2.99869 2.44330 -0.54
O -1.98616 -1.50949 3.82833 -0.74
O -1.27740 -2.52778 1.51604 -0.94
H -4.90408 1.15131 0.53805 0.31
H -4.12949 -2.76815 3.13351 0.34
F -0.19260 5.64858 -5.98301 -0.31
C -0.59073 4.61966 -5.21968 0.50
C -1.74289 3.91390 -5.53694 0.23
F -2.45343 4.25956 -6.62265 -0.31
C -2.15455 2.85827 -4.72792 0.44
F -3.28313 2.23698 -5.09177 -0.43
C -1.45026 2.45768 -3.59744 -0.78
P -1.90783 1.05703 -2.32249 2.23
C -1.75799 -0.18936 -3.68517 1.07
C -0.51102 -0.77338 -3.88726 -0.91
C -0.27455 -1.56903 -4.99630 -0.38
C -1.27472 -1.78722 -5.92703 -0.81
C -2.52611 -1.23615 -5.71750 -0.79
C -2.76877 -0.45544 -4.60338 -0.36
C -3.69111 1.44453 -2.35485 0.79
C -4.09469 2.77120 -2.26717 -0.92
C -5.43881 3.09006 -2.24148 -0.98
C -6.39174 2.08645 -2.26615 -0.75
C -5.99550 0.76074 -2.31601 -1.06
C -4.65226 0.44122 -2.36618 -0.81
C -0.28963 3.17211 -3.32570 0.39
Br 0.80406 2.68507 -1.84419 -0.06
C 0.13794 4.24355 -4.10181 0.11
F 1.24504 4.92288 -3.77869 -0.34
H 0.28534 -0.60386 -3.17549 0.31
H 0.70175 -2.00613 -5.15051 0.40
H -1.06893 -2.38544 -6.80481 0.37
H -3.32718 -1.39699 -6.42553 0.43
H -3.75322 -0.04160 -4.46598 0.25
H -3.35395 3.55871 -2.21511 0.58
H -5.75137 4.12478 -2.21022 0.43
H -7.44368 2.33769 -2.24292 0.39
H -6.72949 -0.03036 -2.31497 0.43
H -4.34299 -0.58865 -2.37848 0.85
C -2.24588 1.83286 3.31160 -1.18
Sb -1.28692 1.94378 1.36739 0.56
C 0.51494 2.69540 2.38222 -1.27
C -2.14062 3.93334 0.94228 -1.23
H -1.88941 2.65316 3.93663 0.51
H -2.00875 0.87280 3.76584 0.25
H -3.32145 1.90079 3.17714 0.33
H 0.29769 3.56829 2.99098 0.61
H 1.29644 2.95006 1.66934 0.27
H 0.87992 1.89764 3.02691 0.29
H -2.33392 4.48849 1.84942 0.46
H -3.07125 3.76890 0.41498 0.27
H -1.46761 4.49970 0.31163 0.35

16
Properties=species:S:1:pos:R:3:mulliken_charge:R:1 method="wB97M-V/def2-TZVPD" e_homo_ev=-8.35 orbital_gap_ev=8.681 max_force_ha_per_bohr=0.1031
C -1.08222 -1.62577 1.33808 -0.96
C -1.13201 -0.38660 0.43386 -0.23
C 3.13019 -0.67352 -1.39703 0.01
N 0.20444 1.63837 0.32650 -0.28
O 3.07001 -1.02645 -2.55637 -0.39
O -0.57633 0.81329 1.12066 -0.31
S -0.56817 2.91271 -0.27464 -0.03
H -0.14369 -1.96418 1.24790 0.27
H -1.27820 -1.16643 2.37690 0.27
H -1.76270 -2.24840 0.83745 0.32
H -2.21092 -0.05143 0.05899 0.20
H -0.62281 -0.41595 -0.53341 0.37
H 2.67701 0.33336 -1.14396 0.17
H 3.20641 -1.36516 -0.47611 0.19
H -1.06400 2.59127 -1.60961 0.15
H -1.84702 2.63490 0.25079 0.23

61
Properties=species:S:1:pos:R:3:mulliken_charge:R:1 method="wB97M-V/def2-TZVPD" e_homo_ev=-3.91 orbital_gap_ev=5.930 total_charge=-1 max_force_ha_per_bohr=0.0240
C 2.28893 1.75358 0.53592 -1.03
C 2.11142 2.32020 -0.87551 0.12
O 2.24304 3.73399 -0.86535 -0.53
C 1.01058 4.43444 -1.00791 -0.46
C 0.22638 4.61209 0.30507 -0.34
O -1.14944 4.63715 0.11289 -0.62
B -1.83884 3.32233 -0.03727 1.09
C -2.75138 3.38229 -1.42810 -1.06
N -2.77165 3.11891 1.20272 -0.98
O -0.85798 2.18964 -0.17726 -0.59
H 2.78451 2.52389 1.12769 0.36
H 2.94083 0.87759 0.52961 0.41
H 1.33820 1.53433 1.01934 0.00
H 1.15635 2.03958 -1.31821 0.14
H 2.89695 1.89260 -1.50938 0.26
H 1.29184 5.42402 -1.37799 0.33
H 0.36385 3.99173 -1.76859 0.29
H 0.50769 5.60256 0.69301 0.22
H 0.57454 3.89277 1.05574 0.24
H -3.07802 2.38462 -1.74291 0.25
H -2.10537 3.74248 -2.23919 0.21
H -3.60820 4.04511 -1.29710 0.19
H -2.32941 3.58392 1.99379 0.18
H -2.76614 2.13783 1.46789 0.19
H -1.34218 1.37358 -0.34166 0.04
C -1.39723 -3.57543 1.44462 -0.98
C -0.21911 -2.63585 1.20775 -0.68
C -0.54785 -1.16870 1.50281 0.21
C -1.61854 -0.67305 0.64171 0.36
N -2.46520 -0.25944 -0.01753 -0.56
H -2.23503 -3.34364 0.78737 0.33
H -1.10116 -4.60885 1.24913 0.37
H -1.74953 -3.51161 2.47262 0.14
H 0.11863 -2.72769 0.17356 0.35
H 0.61578 -2.93873 1.84391 0.36
H 0.32720 -0.53869 1.33665 -0.23
H -0.85755 -1.04487 2.54182 0.36
C -2.30271 -6.87045 3.93142 -0.93
C -2.73409 -6.12095 5.18670 -0.43
C -4.13285 -5.50705 5.06147 -0.43
C -4.18436 -4.54134 3.96196 0.28
N -4.19391 -3.78224 3.09875 -0.40
H -2.24133 -6.20214 3.07166 0.18
H -1.31754 -7.31558 4.07158 0.32
H -3.00427 -7.67206 3.69176 0.31
H -2.01083 -5.33294 5.40426 0.29
H -2.72843 -6.80420 6.03826 0.31
H -4.40860 -4.99309 5.98253 0.27
H -4.87623 -6.28368 4.87489 0.27
C 4.83024 2.78262 -4.61211 -1.11
C 4.60481 2.07641 -5.94339 -0.42
C 3.60019 0.92271 -5.84047 -0.36
C 4.07541 -0.10793 -4.91379 0.23
N 4.46961 -0.90762 -4.18805 -0.45
H 5.25211 2.10629 -3.86783 0.34
H 5.52729 3.61236 -4.73046 0.34
H 3.89370 3.17976 -4.21749 0.28
H 5.55521 1.69467 -6.32291 0.29
H 4.23534 2.79738 -6.67512 0.31
H 3.45100 0.45768 -6.81546 0.28
H 2.63333 1.28673 -5.48981 0.28

59
Properties=species:S:1:pos:R:3:mulliken_charge:R:1 method="wB97M-V/def2-TZVPD" e_homo_ev="-12.42 / -12.42" orbital_gap_ev="9.459 / 2.368" total_charge=+1 multiplicity=2 max_force_ha_per_bohr=0.0703
C -0.75141 5.34920 -0.92059 -0.27
O -1.85254 6.10801 -1.48101 -0.53
H 0.18301 5.88004 -1.10272 0.30
H -0.85223 5.31959 0.16433 0.28
H -0.60004 4.30582 -1.19722 -0.09
H -2.37366 5.56454 -2.07655 0.32
C 3.43243 3.33923 -2.50695 -0.65
O 2.92167 2.52113 -1.44588 -0.40
H 4.09700 2.72185 -3.11133 0.27
H 2.62746 3.85086 -3.03455 0.29
H 4.06753 4.13719 -2.12222 0.33
H 2.27373 2.95944 -0.88940 0.32
C -3.99750 2.49116 0.08280 -0.70
O -3.46776 1.74933 -1.01505 -0.55
H -4.99057 2.18821 0.41468 0.37
H -3.36803 2.24686 0.93847 0.26
H -4.15526 3.53587 -0.18513 0.22
H -4.16178 1.31698 -1.51807 0.30
C 2.77392 -0.10765 -4.09498 -0.52
O 2.42657 -0.26645 -2.70439 0.06
H 3.69643 -0.66664 -4.25181 0.31
H 1.94503 -0.64798 -4.55224 0.40
H 2.95407 0.85233 -4.57880 0.31
H 2.02132 0.58238 -2.51244 0.28
C 2.11215 -1.82169 1.28391 -0.20
O 3.43903 -1.81654 1.66205 -0.57
H 2.14379 -1.64208 0.20928 0.08
H 1.67715 -2.79776 1.49876 0.24
H 1.58725 -0.95332 1.68204 0.13
H 3.47496 -1.98346 2.60674 0.31
C 0.05673 1.16733 0.13682 -0.78
O -0.75691 1.82624 -0.84101 -0.26
H -0.19481 0.11533 0.27147 0.36
H 1.07265 1.08078 -0.24856 0.11
H 0.04887 1.53367 1.16339 0.43
H -1.64409 1.73375 -0.48610 0.22
C -0.53843 1.73125 -4.30952 -0.32
O -1.83379 2.00168 -3.67618 -0.53
H -0.55553 1.44412 -5.36088 0.37
H 0.08662 2.61733 -4.19871 0.25
H -0.00733 0.94165 -3.77796 -0.09
H -1.94833 1.75870 -2.75453 0.35
C -2.63148 -5.98944 2.56924 -0.67
O -1.69773 -4.87893 2.35639 -0.30
P -0.72778 -4.29926 3.58151 0.95
O -1.26797 -4.53343 4.94919 -0.68
O -0.32735 -2.76375 3.10580 -0.13
C -1.32186 -1.74424 3.19760 -0.70
O 0.65669 -5.11393 3.34638 -0.32
C 1.63506 -5.00604 4.29935 -0.70
H -2.14694 -6.96479 2.52437 0.28
H -3.40215 -5.92322 1.80126 0.25
H -3.15368 -5.93069 3.52420 0.33
H -0.89925 -1.05200 3.92582 0.29
H -2.28476 -2.03633 3.61667 0.39
H -1.49654 -1.26378 2.23492 0.19
H 1.39283 -4.72244 5.32356 0.36
H 2.30918 -4.17844 4.07860 0.17
H 2.29407 -5.86781 4.40501 0.32